# C3H9NO

A 2-piece molecular cluster, C3H9NO overall at a distorted geometry (the ωB97M-V functional and the def2-TZVPD basis, the OMol25 dataset).

Each line ends with the Löwdin charge.
Positions of all 14 atoms, in Å:
C1 0.236396 1.553329 0.618077  0.01
C2 0.967784 0.929313 1.635882  -0.16
C3 0.973518 -0.600495 1.834782  -0.27
N1 2.362672 -1.088929 1.656988  -0.02
H1 0.218501 2.615282 0.594588  0.02
H2 -0.543098 1.086264 0.029170  0.04
H3 1.675991 1.424436 2.217254  0.06
H4 0.605880 -0.595782 2.975304  0.14
H5 0.318676 -1.147368 1.265905  0.07
H6 3.033658 -0.404419 1.815894  0.02
H7 2.688542 -1.353647 0.707430  0.08
O1 -3.693824 -0.431543 -4.563505  -0.01
H8 -4.055679 -0.864620 -5.321721  0.03
H9 -3.996777 -0.978177 -3.907156  -0.02

Forces on the atoms, in the same order (eV/Å):
C 1.366 -1.370 3.452
C -3.322 -0.993 -4.928
C 2.114 3.250 3.428
N -0.646 -1.924 -0.777
H 0.279 0.837 -0.269
H 0.311 -0.451 -0.003
H 0.904 1.091 0.943
H 1.051 -1.036 -2.144
H -1.639 -1.048 -1.421
H 1.067 1.752 1.175
H -1.485 -0.107 0.542
O 1.155 1.988 -1.862
H -0.182 -0.108 -1.148
H -0.973 -1.880 3.011

Output
maximum force: 6.026 eV Å⁻¹
relative energy (zero: lowest compared OMol25 entry of this formula, charge and spin): 243.2 kJ/mol
lowest unoccupied orbital energy: 0.99 eV
molar mass: 75.11 u
calculated total energy: -249.62108 hartree



# C31H32Cl2LuN2O7P3S

C31H32Cl2LuN2O7P3S as an isolated structure at a distorted geometry (the ωB97M-V functional and the def2-TZVPD basis, the OMol25 dataset).

Each line ends with the Löwdin charge.
Positions of all 79 atoms, in Å:
Lu1 -14.951626 -6.359848 9.892117  1.51
O1 -16.732436 -3.673923 12.447211  -0.13
P1 -15.912861 -4.980117 12.358677  0.30
O2 -15.335285 -5.461608 13.626708  -0.28
O3 -16.418330 -6.098616 11.375217  -0.48
O4 -14.606740 -4.415908 11.253568  -0.43
P2 -14.881699 -3.481603 9.944486  0.18
O5 -13.413778 -3.149061 9.445772  -0.15
O6 -15.807791 -2.393564 10.273698  -0.29
O7 -15.363523 -4.548568 8.904965  -0.44
H1 -16.776481 -3.010408 11.683077  0.08
H2 -13.223543 -2.290559 8.951443  0.12
C1 -8.476438 -7.166504 7.090784  -0.06
C2 -9.452264 -5.988249 6.685752  -0.53
C3 -8.796916 -5.292260 5.443035  -0.07
C4 -9.574016 -4.964687 7.826827  -0.09
C5 -10.815351 -6.640509 6.349201  -0.19
C6 -10.972934 -7.473041 5.240397  -0.10
C7 -12.119242 -8.193001 5.024933  -0.13
C8 -13.180046 -8.072482 5.907794  -0.52
S1 -14.570281 -9.067231 6.014322  1.00
C9 -15.216907 -7.984786 7.215445  -0.60
N1 -14.335229 -7.083654 7.722247  -0.10
C10 -13.112453 -7.132884 6.971783  -0.28
C11 -11.926607 -6.449503 7.208308  0.01
C12 -16.498416 -8.237841 7.855707  -0.32
C13 -17.553470 -8.984891 7.292526  -0.11
C14 -18.624875 -9.375778 8.027599  -0.15
C15 -18.752459 -8.903222 9.322782  -0.15
C16 -17.820049 -8.054081 9.877492  -0.14
C17 -16.649965 -7.719195 9.137405  -0.21
H3 -7.527438 -6.649866 7.372406  0.08
H4 -8.244076 -7.858847 6.294916  0.06
H5 -8.815952 -7.723028 7.947470  0.07
H6 -7.849155 -4.855886 5.754311  0.06
H7 -9.427839 -4.466415 5.069560  0.08
H8 -8.597593 -6.081983 4.683327  0.07
H9 -8.570160 -4.573767 8.097169  0.08
H10 -10.078521 -5.344586 8.746300  0.07
H11 -10.217568 -4.110822 7.491772  0.09
H12 -10.066098 -7.673820 4.642554  0.10
H13 -12.260148 -8.849594 4.159546  0.10
H14 -11.880463 -5.729519 8.019826  0.08
H15 -17.568609 -9.168112 6.234935  0.08
H16 -19.294617 -10.042329 7.532330  0.08
H17 -19.584367 -9.208391 9.970762  0.08
H18 -17.956638 -7.727324 10.875646  0.06
Cl1 -10.257006 -7.554016 16.860033  0.60
C18 -11.943324 -7.804547 16.462782  -0.59
C19 -12.864788 -7.805985 17.534056  -0.18
C20 -14.208741 -7.845822 17.325398  -0.14
C21 -14.692411 -8.031305 16.013314  -0.13
C22 -13.810034 -8.175075 14.966857  -0.60
Cl2 -14.497921 -8.574341 13.449956  0.71
C23 -12.370252 -8.011295 15.091830  -0.39
N2 -11.563325 -8.018799 14.068642  -0.12
H19 -12.531323 -7.640685 18.590138  0.10
H20 -14.916803 -7.782884 18.136067  0.09
H21 -15.713532 -7.955508 15.831956  0.08
C24 -8.982990 -8.942017 13.523135  -0.21
P3 -10.671423 -8.571082 12.907287  0.74
C25 -10.297653 -7.280603 11.713417  -0.20
C26 -11.363375 -10.095212 12.290168  -0.35
C27 -11.247512 -11.176525 13.142027  -0.12
C28 -11.396511 -12.534391 12.687846  -0.10
C29 -11.748254 -12.720590 11.358701  -0.13
C30 -12.027129 -11.626472 10.514460  -0.10
C31 -11.826599 -10.335480 10.987467  -0.10
H22 -8.305583 -8.119799 13.237945  0.03
H23 -8.611130 -9.909897 13.057960  0.06
H24 -9.107873 -8.940897 14.642186  0.02
H25 -9.435593 -7.543393 11.116969  0.04
H26 -10.114109 -6.399077 12.327035  0.05
H27 -11.191002 -7.058609 11.195691  -0.01
H28 -11.123972 -11.050925 14.224757  0.10
H29 -11.337362 -13.294594 13.430509  0.07
H30 -11.742107 -13.718880 10.897212  0.09
H31 -12.426933 -11.726333 9.523044  0.09
H32 -12.095679 -9.425274 10.398911  0.09

Forces on the atoms, in the same order (eV/Å):
Lu 0.474 -1.578 -1.556
O -1.236 1.297 -0.202
P 1.612 -2.369 -1.661
O -0.491 0.945 -0.543
O -0.260 2.374 2.553
O -0.047 0.397 0.604
P -1.175 -2.711 -1.377
O 1.188 2.209 -0.518
O -0.184 1.251 0.143
O 0.444 1.899 1.081
H 0.624 -1.175 0.517
H -0.780 -1.732 1.184
C 0.588 2.044 0.315
C 0.082 -1.047 -0.381
C -0.587 -0.660 0.454
C -0.333 0.447 0.142
C -0.747 0.649 0.705
C 2.047 0.145 0.057
C -1.312 -0.576 -0.352
C 1.358 0.619 0.084
S -0.593 -0.239 -0.484
C -1.768 -0.173 0.344
N 2.596 -0.125 -0.452
C -2.406 -0.779 0.750
C 0.673 0.419 -0.657
C 0.582 0.086 -0.558
C 1.020 0.298 -0.838
C 0.075 0.223 0.068
C -1.184 -0.562 1.252
C 1.234 -0.354 -1.981
C -0.529 0.297 1.744
H -0.334 -0.554 -0.065
H -0.205 -0.093 -0.406
H -0.345 -0.160 0.341
H 0.201 -0.017 -0.016
H 0.146 -0.544 -0.084
H -0.204 0.868 0.221
H -0.543 -0.182 -0.110
H 0.637 0.022 -0.639
H 0.594 -0.535 0.188
H -0.692 0.155 0.014
H 0.395 0.111 0.301
H -0.109 -0.256 -0.042
H 0.298 -0.499 -0.487
H -0.864 -0.248 0.065
H 0.080 -0.056 -0.405
H -0.020 0.462 0.740
Cl -0.102 -0.118 -0.289
C -1.392 -0.376 -0.274
C 1.515 0.757 0.853
C -0.944 -0.482 -1.200
C 2.071 0.407 1.051
C 0.631 0.194 0.599
Cl 0.173 -0.074 -0.700
C -1.235 -0.177 2.126
N 1.670 0.313 -1.726
H 0.082 -0.235 -1.170
H 0.018 0.100 0.182
H -1.613 -0.249 -0.439
C 0.114 -0.822 0.194
P -0.750 0.521 1.763
C -0.082 -0.318 0.961
C 0.688 -0.269 -0.816
C -0.293 -2.563 0.681
C -0.360 3.129 0.009
C 0.285 -0.625 -1.037
C 0.155 0.721 1.099
C -0.358 0.895 -0.347
H -0.274 -0.301 0.156
H -0.326 1.115 0.909
H 0.493 -0.416 -1.057
H -0.038 0.015 -0.395
H 0.319 0.061 0.148
H -0.918 0.208 -1.231
H 0.303 0.187 -0.358
H 0.178 -0.727 0.156
H -0.276 0.319 0.424
H -0.015 -0.336 -0.308
H 0.277 -0.845 -0.018

Output
maximum force: 3.495 eV Å⁻¹
total charge: -2
relative energy (zero: lowest compared OMol25 entry of this formula, charge and spin): 283.3 kJ/mol
lowest unoccupied orbital energy (spin up / spin down): 3.96 / 4.09 eV
molar mass: 915.47 u
calculated total energy: -5415.17141 hartree